Here is a 2-piece molecular cluster, C2H10NS2 overall from the Open Molecules 2025 dataset. Energies are from ωB97M-V with the def2-TZVPD basis set.

The LUMO energy comes out at -3.78 eV. As for the net charge: +1. Its orbital gap is 8.595 eV.

Structure (XYZ):
```
15
Properties=species:S:1:pos:R:3:forces:R:3:nbo_charge:R:1
C 3.168 0.104 -2.409 0.0 0.9 0.5 -0.42
N 1.781 0.492 -1.922 1.0 0.3 -1.0 -0.68
H 3.605 0.959 -2.914 -0.1 0.0 -0.1 0.24
H 3.787 -0.142 -1.557 0.0 -0.2 0.1 0.24
H 3.074 -0.699 -3.096 0.0 -0.8 -0.4 0.24
H 1.130 0.310 -2.686 -0.3 -0.3 0.4 0.44
H 1.761 1.502 -1.804 -0.2 0.1 0.5 0.44
H 1.536 0.018 -1.046 -0.5 0.1 0.1 0.47
C -2.302 0.540 -0.095 0.2 -0.5 0.5 -0.73
S -1.759 -0.509 1.296 0.1 0.1 -0.2 0.15
S 0.296 -0.373 1.135 -0.2 -0.2 0.1 -0.23
H -3.355 0.324 -0.250 -0.1 0.1 0.1 0.25
H -1.753 0.166 -0.947 0.0 0.3 -0.4 0.20
H -2.132 1.592 0.117 0.0 0.0 -0.1 0.23
H 0.550 0.511 2.112 0.0 0.1 -0.1 0.16
```
Forces are in eV/Å.

Here is a 2-piece molecular cluster, C2H10NSi overall from the Open Molecules 2025 dataset. Energies are from ωB97M-V with the def2-TZVPD basis set.

The LUMO energy (spin up / spin down) comes out at -4.21 / -5.74 eV. As for the net charge: +1. Its orbital gap (spin up / spin down) is 9.842 / 6.752 eV.

Structure (XYZ):
```
14
Properties=species:S:1:pos:R:3:forces:R:3:nbo_charge:R:1
C 2.041 -0.022 0.096 1.7 2.1 -1.6 -0.95
C -0.890 -0.494 -0.233 0.5 -3.3 -0.5 -0.38
N -2.197 -0.050 0.153 -2.5 -0.1 -1.4 -0.75
Si 0.478 0.617 -0.780 1.3 -0.4 1.8 1.02
H 2.484 -0.843 -0.453 -0.3 -0.7 0.2 0.26
H 2.944 0.696 0.162 -1.6 -0.6 0.0 0.28
H 1.744 -0.272 1.143 0.4 -0.3 0.3 0.09
H -0.897 -1.591 -0.345 0.3 0.5 0.1 0.21
H 1.044 -0.471 1.853 -1.1 -0.3 0.9 0.07
H -2.574 -0.408 1.066 0.8 0.8 -0.6 0.46
H -1.987 0.943 0.068 -1.4 0.8 1.0 0.46
H -3.023 -0.293 -0.560 2.2 0.6 1.4 0.45
H 0.898 0.401 -2.158 -0.6 0.6 -0.6 -0.09
H -0.066 1.788 -0.013 0.2 0.4 -0.9 -0.15
```
Forces are in eV/Å.

Here is a 2-piece molecular cluster, C2H10NSi overall from the Open Molecules 2025 dataset. Energies are from ωB97M-V with the def2-TZVPD basis set.

The LUMO energy comes out at -3.77 eV. As for the net charge: +1. Its orbital gap is 9.814 eV.

Structure (XYZ):
```
14
Properties=species:S:1:pos:R:3:forces:R:3:nbo_charge:R:1
C -0.038 1.669 -1.973 2.2 -2.8 0.8 -1.10
C 0.719 -0.202 1.206 0.1 0.2 -3.2 -0.54
N 0.072 -1.531 1.533 -2.1 1.7 1.8 -0.71
Si -0.571 0.174 -1.029 1.1 0.9 3.4 1.15
H 0.831 1.272 -2.568 -0.5 0.9 0.7 0.27
H -0.707 2.062 -2.627 -2.3 0.9 -2.0 0.27
H 0.173 2.419 -1.257 0.8 0.8 0.6 0.27
H 1.829 -0.127 1.278 -1.0 -0.8 -0.1 0.23
H 0.265 0.411 1.944 -0.2 1.1 0.3 0.19
H -0.928 -1.163 1.758 1.8 -1.4 -0.5 0.45
H -0.044 -2.255 0.831 0.6 -0.1 -0.1 0.44
H 0.443 -1.852 2.436 -0.2 -0.7 -0.5 0.44
H -0.473 -1.129 -1.593 0.1 -0.9 -0.5 -0.17
H -1.571 0.250 0.061 -0.6 0.1 -0.7 -0.19
```
Forces are in eV/Å.

Here is a 2-piece molecular cluster, C2H10NSi overall from the Open Molecules 2025 dataset. Energies are from ωB97M-V with the def2-TZVPD basis set.

The LUMO energy (spin up / spin down) comes out at -5.07 / -4.93 eV. As for the net charge: +1. Its orbital gap (spin up / spin down) is 9.517 / 8.848 eV.

Structure (XYZ):
```
14
Properties=species:S:1:pos:R:3:forces:R:3:nbo_charge:R:1
C 0.676 -0.886 -1.094 0.1 -0.2 -0.1 -0.73
C -0.023 -0.028 -0.116 -0.1 2.0 -1.2 -0.18
N -1.368 -0.542 0.228 -0.2 -0.1 0.1 -0.74
Si 0.831 1.131 1.142 -0.5 -0.6 -0.1 0.87
H 1.023 -1.807 -0.615 0.1 -0.1 0.1 0.24
H 0.049 -1.170 -1.938 0.0 0.0 -0.1 0.23
H 1.555 -0.377 -1.478 0.1 0.0 0.0 0.27
H -0.576 1.677 -1.361 0.4 -1.4 1.1 0.07
H -1.892 -0.822 -0.615 0.1 0.1 0.3 0.45
H -1.897 0.174 0.741 0.0 -0.2 -0.1 0.46
H -1.282 -1.376 0.832 -0.1 0.1 -0.1 0.44
H 1.817 1.900 0.411 0.2 0.2 -0.1 -0.10
H 1.406 0.267 2.180 0.1 0.0 0.1 -0.14
H -0.320 1.859 1.682 -0.1 0.3 0.1 -0.15
```
Forces are in eV/Å.

Here is a 3-piece molecular cluster, C2H10O2S overall from the Open Molecules 2025 dataset. Energies are from ωB97M-V with the def2-TZVPD basis set.

The LUMO energy comes out at 0.61 eV. Its SMILES is CCS.O.O. Its orbital gap is 10.045 eV.

Structure (XYZ):
```
15
Properties=species:S:1:pos:R:3:forces:R:3:nbo_charge:R:1
C 1.046 2.749 -1.137 0.2 -0.7 -0.1 -0.62
C 0.047 2.001 -0.248 0.0 0.1 -0.8 -0.51
S 0.153 0.195 -0.428 0.2 -0.4 0.2 -0.08
H 1.085 2.269 -2.119 -0.2 0.1 0.0 0.21
H 2.069 2.664 -0.756 -0.2 0.3 0.1 0.21
H 0.730 3.778 -1.288 0.2 0.2 0.2 0.21
H 0.169 2.215 0.804 0.0 0.2 0.2 0.22
H -0.953 2.269 -0.569 -0.2 0.1 0.3 0.22
H -0.886 -0.006 -1.244 0.0 0.1 -0.1 0.13
O -2.274 -3.317 0.545 0.2 0.4 0.1 -0.95
H -2.057 -2.373 0.610 -0.2 -0.3 -0.1 0.46
H -1.552 -3.716 1.047 0.0 -0.1 0.0 0.48
O 0.592 -3.224 1.637 -0.1 -0.1 0.2 -0.95
H 0.905 -2.639 2.337 0.0 0.0 -0.2 0.48
H 0.926 -2.866 0.810 0.1 0.1 0.0 0.48
```
Forces are in eV/Å.

Here is a 3-piece molecular cluster, C2H10O2S overall from the Open Molecules 2025 dataset. Energies are from ωB97M-V with the def2-TZVPD basis set.

The LUMO energy (spin up / spin down) comes out at -4.67 / -8.66 eV. Its spin multiplicity is 2. As for the net charge: +1. Its orbital gap (spin up / spin down) is 8.969 / 4.979 eV.

Structure (XYZ):
```
15
Properties=species:S:1:pos:R:3:forces:R:3:nbo_charge:R:1
C -1.294 1.075 -2.480 -0.6 -0.6 1.6 -0.67
S -2.500 1.023 -0.937 3.1 -1.3 -1.9 0.84
C -1.281 0.088 -0.028 -0.8 -0.6 3.2 -0.88
H -0.359 1.572 -2.111 -1.1 0.0 -0.5 0.27
H -1.916 1.587 -3.203 0.7 0.0 -0.5 0.26
H -1.026 -0.008 -2.652 -0.7 1.2 -0.2 0.27
H -0.648 0.887 0.362 -0.4 0.8 0.8 0.30
H -1.884 -0.370 0.840 1.4 0.6 -1.1 0.29
H -0.370 -0.536 -0.251 -1.6 -0.2 -1.4 0.32
H 3.283 0.519 1.224 0.6 -0.6 1.0 0.47
H 4.322 -0.311 2.120 -1.4 0.8 -0.3 0.49
O 3.393 0.047 2.083 0.8 -0.1 -0.8 -0.96
H 3.304 -2.616 2.301 1.4 0.2 1.4 0.47
H 2.324 -1.943 1.443 0.0 0.2 0.0 0.46
O 2.660 -2.812 1.663 -1.4 -0.5 -1.4 -0.93
```
Forces are in eV/Å.

Here is a 4-piece molecular cluster, C2H10O2S2 overall from the Open Molecules 2025 dataset. Energies are from ωB97M-V with the def2-TZVPD basis set.

The LUMO energy (spin up / spin down) comes out at 3.20 / 0.72 eV. Its spin multiplicity is 2. As for the net charge: -1. Its orbital gap (spin up / spin down) is 6.699 / 4.188 eV.

Structure (XYZ):
```
16
Properties=species:S:1:pos:R:3:forces:R:3:nbo_charge:R:1
C -0.776 1.091 -0.962 -0.7 -0.1 1.6 -0.61
C -0.747 0.010 0.167 1.4 -0.3 -1.2 -0.62
S -2.076 0.318 1.278 0.2 0.6 0.2 0.14
S 2.155 1.806 -0.569 0.0 0.3 0.1 -1.00
H -1.830 1.241 -1.225 0.3 0.1 -0.5 0.18
H -0.099 0.810 -1.760 -0.2 0.0 -0.1 0.25
H -0.357 1.953 -0.455 -0.2 0.5 -0.5 0.25
H 0.228 0.086 0.655 -0.2 0.3 0.3 0.27
H -0.668 -0.960 -0.332 -0.9 -0.3 0.4 0.22
H 3.169 2.437 -1.129 0.6 0.2 -0.1 0.10
H -1.974 -2.776 1.125 0.0 0.0 -0.1 0.46
H -2.769 -1.433 0.954 -0.2 -2.4 -0.3 0.44
O -2.827 -2.462 0.807 -0.1 1.4 0.3 -1.00
H 2.614 0.060 0.447 -0.1 -0.6 -0.2 0.49
H 3.409 -1.256 0.364 0.0 0.0 0.0 0.45
O 2.548 -0.925 0.635 0.2 0.2 0.4 -1.02
```
Forces are in eV/Å.

Here is a 4-piece molecular cluster, C2H10O2S2 overall from the Open Molecules 2025 dataset. Energies are from ωB97M-V with the def2-TZVPD basis set.

The LUMO energy (spin up / spin down) comes out at -9.31 / -9.41 eV. Its spin multiplicity is 2. As for the net charge: +1. Its orbital gap (spin up / spin down) is 4.433 / 3.908 eV.

Structure (XYZ):
```
16
Properties=species:S:1:pos:R:3:forces:R:3:nbo_charge:R:1
C 1.287 0.937 -0.632 0.3 0.3 0.4 -0.60
C 0.578 0.890 0.746 1.0 -0.5 0.1 -0.66
S 1.327 -0.289 1.858 -0.7 1.3 -0.4 0.85
S -2.310 1.160 -1.395 0.5 0.7 -0.3 -0.10
H 2.332 1.190 -0.435 0.0 -0.4 -0.5 0.24
H 1.095 0.032 -1.200 0.5 -0.1 0.1 0.26
H 0.863 1.774 -1.182 -0.2 0.1 0.1 0.26
H 0.594 1.896 1.189 -0.1 -0.3 0.4 0.31
H -0.415 0.501 0.600 -1.0 -0.1 0.2 0.31
H -3.366 0.979 -2.179 -0.3 -0.1 -0.2 0.14
H 3.199 -3.004 0.248 -0.1 0.1 0.1 0.50
H 2.229 -1.953 0.877 0.5 -1.0 -0.4 0.42
O 2.612 -2.264 0.040 -0.2 0.5 0.1 -0.90
H -2.993 -0.072 0.090 0.8 -2.1 0.9 0.43
H -3.998 -0.842 0.738 0.0 -1.0 0.7 0.47
O -3.036 -0.935 0.639 -0.9 2.5 -1.1 -0.94
```
Forces are in eV/Å.

Largest force on an atom for every record listed, in sequence, given in hartree/bohr: 0.0279; 0.0662; 0.0710; 0.0453; 0.0162; 0.0760; 0.0466; 0.0560.
E_tot for every record listed, in sequence, given in eV: -25389.9835; -11590.8835; -11594.6193; -11592.7658; -17166.3026; -17156.2284; -28001.4593; -27988.8477.